Entry 1:
The following is a DFT calculation (ωB97M-V/def2-TZVPD) of an isolated ion of composition C3H3FNO2 and charge -1.

XYZ file:
```
10
Properties=species:S:1:pos:R:3:forces:R:3
O -3.483888 -0.912271 0.040769 0.3 0.9 0.0
C -2.873516 0.151701 -0.057867 1.4 -1.0 0.3
O -3.077491 1.327124 -0.281003 -0.8 0.3 -0.3
N -1.270253 0.016279 0.259127 -1.0 -1.1 -0.6
C -0.127135 0.279482 -0.552732 0.7 1.6 -2.3
C -0.263857 -0.951795 0.242451 0.1 0.6 0.0
F -0.234194 -2.244384 -0.306069 -0.6 0.6 -0.5
H 0.483025 1.206119 -0.242917 -0.5 -1.5 -0.4
H -0.090104 0.126092 -1.719660 -0.5 0.3 2.1
H 0.341719 -0.982979 1.086038 0.9 -0.6 1.8
```
Positions in Å, forces in eV/Å.

Output
HOMO energy: -4.4 eV
2S+1: 1
SMILES string: O=C([O-])N1C[C@@H]1F
calculated total energy: -11462.0457 eV
frontier orbital gap: 8.7386 eV
max |F|: 2.92 eV/Å
lowest unoccupied orbital energy: 4.32 eV
energy above the lowest of the compared OMol25 structures with the same formula, charge and spin: 14.9 kcal per mole
total charge: -1

Entry 2:
The following is a DFT calculation (ωB97M-V/def2-TZVPD) of C3H3FNaO2 as an isolated structure.

XYZ file:
```
10
Properties=species:S:1:pos:R:3:forces:R:3
C 0.121863 1.365085 1.541376 -1.3 0.6 0.2
C 0.739624 0.167463 0.843862 -0.1 -0.5 0.0
O 1.591441 0.492504 -0.350963 0.8 0.0 -0.4
C 0.522471 -0.163090 -0.584009 -0.3 0.2 0.5
H 0.480371 2.236670 0.929328 0.0 0.0 -0.1
H 0.686547 1.489030 2.503291 0.0 -0.1 0.1
H 1.192389 -0.616502 1.458859 -0.1 0.1 -0.2
O -1.223184 1.286170 1.680519 1.1 -0.2 -0.1
F -3.264823 -1.030421 -2.168764 0.7 -0.2 -0.4
Na -1.169940 -0.924885 -2.271398 -0.9 0.2 0.5
```
Positions in Å, forces in eV/Å.

Output
HOMO energy: -3.0 eV
2S+1: 1
calculated total energy: -14386.0466 eV
frontier orbital gap: 5.1609 eV
max |F|: 1.47 eV/Å
lowest unoccupied orbital energy: 2.13 eV
energy above the lowest of the compared OMol25 structures with the same formula, charge and spin: 0.0 kcal per mole
total charge: -1

Entry 3:
The following is a DFT calculation (ωB97M-V/def2-TZVPD) of C3H3FNaO3 as an isolated structure.

XYZ file:
```
11
Properties=species:S:1:pos:R:3:forces:R:3
H 1.379128 -0.662683 -1.202342 0.0 0.2 0.1
O 1.166761 -0.051357 0.769309 0.2 0.3 0.1
O -1.163261 -0.386166 -0.065298 -0.1 -0.1 0.3
O -0.066655 -1.119030 2.330129 0.0 0.1 -0.5
C 1.026114 0.206113 -0.628810 0.1 -0.2 -0.2
C -0.474561 0.405323 -0.879053 -0.2 -0.1 0.1
C 0.338613 -1.006833 1.183572 -0.7 -0.1 0.4
H 1.617862 1.095270 -0.863065 -0.1 -0.2 0.1
F -0.759574 1.786377 -0.601882 0.0 -0.1 -0.1
H -0.721274 0.283751 -1.948222 0.0 0.1 0.2
Na -2.343153 -0.550765 1.905663 0.8 0.0 -0.6
```
Positions in Å, forces in eV/Å.

Output
HOMO energy (alpha / beta): -7.2 / -9.1 eV
2S+1: 2
calculated total energy: -16434.9118 eV
frontier orbital gap (alpha / beta): 6.3831 / 8.2539 eV
max |F|: 1.02 eV/Å
lowest unoccupied orbital energy (alpha / beta): -0.82 / -0.89 eV
energy above the lowest of the compared OMol25 structures with the same formula, charge and spin: 0.4 kcal per mole
total charge: 0